{
  "formula": "C22H41BrIrNP3S",
  "method": "ωB97M-V/def2-TZVPD",
  "species": ["Ir", "P", "P", "P", "H", "C", "C", "H", "C", "C", "C", "C", "C", "C", "C", "C", "C", "H", "H", "H", "H", "H", "H", "H", "H", "H", "H", "H", "H", "H", "H", "H", "H", "H", "H", "H", "H", "H", "H", "H", "H", "H", "H", "H", "H", "H", "C", "C", "C", "C", "C", "C", "S", "H", "H", "H", "H", "H", "H", "Br", "C", "C", "C", "C", "N", "C", "H", "H", "H", "H"],
  "positions_angstrom": [[0.157963, -1.458149, 0.150283], [2.274837, -1.672940, 0.616139], [-0.575307, -0.937875, 2.273949], [0.373099, -0.565080, -1.962488], [-1.989964, 2.799395, 2.081539], [-2.113469, 3.152410, 1.053188], [-2.990124, 2.603710, 0.191735], [-3.715265, 1.846358, 0.498247], [3.158721, -0.125543, 1.016735], [2.641998, -2.768064, 2.033658], [3.256139, -2.442253, -0.721247], [-2.140666, -0.022276, 2.478772], [-0.895101, -2.511602, 3.153637], [0.579095, 0.000880, 3.332279], [-1.011953, 0.462576, -2.559376], [0.426832, -1.982493, -3.127748], [1.869783, 0.403892, -2.371258], [-1.599620, 4.088039, 0.823272], [-3.066950, 2.956903, -0.840038], [4.135851, -0.123572, 0.515681], [3.317894, -0.067550, 2.100599], [2.576831, 0.750827, 0.698109], [3.597403, -3.271741, 1.837037], [1.861867, -3.530753, 2.133385], [2.722480, -2.200705, 2.967527], [4.056786, -3.032772, -0.257535], [3.702400, -1.690612, -1.380904], [2.625917, -3.115573, -1.312823], [-2.182500, 0.377914, 3.503153], [-3.001252, -0.688049, 2.331484], [-2.221185, 0.820732, 1.782057], [-0.945245, -2.326834, 4.235543], [-0.109118, -3.243502, 2.938291], [-1.855854, -2.915956, 2.810063], [0.024154, 0.320162, 4.225155], [0.938203, 0.894360, 2.804996], [1.429622, -0.617668, 3.642627], [-0.790549, 0.814750, -3.576907], [-1.142546, 1.332870, -1.901999], [-1.943412, -0.115341, -2.578312], [1.026129, -1.710846, -4.007152], [-0.593610, -2.227883, -3.448156], [0.867601, -2.861452, -2.642724], [1.638201, 1.475956, -2.357831], [2.207122, 0.113737, -3.376011], [2.680066, 0.220676, -1.657163], [0.923281, 3.336168, -0.418100], [2.313042, 3.602105, -0.295948], [2.862897, 4.710939, -0.926953], [2.044606, 5.602578, -1.637533], [0.668526, 5.358240, -1.741477], [0.108834, 4.231391, -1.152972], [0.250795, 1.944515, 0.293096], [0.418424, -3.055493, 0.208945], [2.921608, 2.913469, 0.286023], [3.938128, 4.881236, -0.866287], [2.478142, 6.484937, -2.113335], [0.021390, 6.044285, -2.288815], [-0.954000, 4.010583, -1.229177], [-5.605038, -0.394959, 0.085705], [-4.189694, -1.597955, -0.379279], [-4.460876, -2.925634, -0.691867], [-3.380487, -3.779766, -0.903031], [-2.082991, -3.299298, -0.720133], [-1.840278, -2.020571, -0.379398], [-2.866954, -1.139378, -0.329550], [-5.486764, -3.263446, -0.756199], [-3.492757, -4.821402, -1.183709], [-1.210518, -3.952549, -0.822424], [-2.642622, -0.079056, -0.187053]],
  "forces_ev_per_angstrom": [[-1.921, -2.021, -0.610], [2.253, 0.361, 0.669], [-0.033, 0.630, 1.350], [0.352, 0.497, -1.077], [-0.273, 0.244, -0.327], [0.422, 0.322, 0.380], [-0.237, 0.054, -0.324], [0.346, 0.023, -0.120], [0.392, 0.044, 0.058], [-0.066, -0.120, 0.002], [-0.094, -0.109, -0.100], [-0.217, 0.113, 0.069], [0.009, -0.018, -0.183], [-0.175, 0.036, 0.091], [-0.004, 0.058, -0.067], [-0.132, -0.067, 0.111], [0.046, 0.108, 0.032], [-0.060, -0.338, 0.003], [-0.138, 0.034, 0.347], [-0.152, 0.128, 0.230], [0.031, 0.085, -0.282], [0.228, -0.345, 0.056], [-0.222, 0.153, 0.227], [0.291, 0.101, -0.003], [-0.026, -0.185, -0.199], [-0.118, 0.203, -0.245], [-0.103, -0.183, 0.106], [0.239, 0.079, 0.130], [-0.007, -0.202, -0.241], [0.220, 0.180, 0.019], [0.097, -0.437, 0.254], [0.001, -0.011, -0.242], [-0.198, 0.169, 0.156], [0.222, 0.057, 0.074], [0.268, -0.093, -0.119], [-0.038, -0.253, 0.196], [-0.229, 0.193, -0.099], [-0.048, -0.105, 0.218], [-0.006, -0.228, -0.248], [0.241, 0.113, -0.036], [-0.190, -0.088, 0.208], [0.225, 0.007, 0.100], [-0.087, 0.180, -0.214], [0.077, -0.251, -0.098], [-0.056, 0.219, 0.266], [-0.201, 0.038, -0.219], [-0.234, -0.046, 0.242], [0.670, 0.306, -0.377], [0.132, -0.732, 0.507], [0.118, 0.055, -0.053], [-0.896, -0.568, 0.123], [-0.078, 0.883, -0.428], [0.058, 0.901, 0.046], [0.067, -0.123, -0.126], [0.050, 0.264, -0.150], [-0.318, 0.031, 0.058], [-0.121, -0.278, 0.160], [0.242, -0.159, 0.118], [0.265, 0.230, -0.170], [0.595, -0.433, -0.352], [0.174, 0.726, 0.081], [0.354, -0.057, 0.064], [0.433, 0.247, -0.023], [-0.430, -0.308, 0.140], [-0.631, 0.761, -0.709], [-0.707, -0.829, 0.348], [0.030, -0.101, -0.016], [-0.214, 0.140, 0.050], [-0.494, 0.255, 0.094], [0.009, -0.540, 0.070]],
  "lowdin_spin": [0.936, 0.059, 0.194, 0.203, 0.000, 0.084, 0.213, 0.008, 0.019, 0.017, 0.020, 0.031, 0.060, 0.025, 0.041, 0.062, 0.022, 0.001, 0.006, 0.001, 0.000, 0.014, 0.001, 0.005, 0.000, 0.002, 0.000, 0.004, 0.005, 0.000, 0.001, 0.010, 0.004, 0.000, 0.004, 0.007, 0.000, 0.006, 0.007, 0.000, 0.009, 0.001, 0.006, 0.001, 0.003, 0.002, 0.215, 0.116, 0.017, 0.201, 0.022, 0.101, 0.997, 0.130, 0.004, -0.001, 0.008, -0.001, 0.001, 0.000, 0.001, 0.007, 0.000, 0.021, 0.036, 0.012, 0.000, 0.000, 0.010, 0.005],
  "e_homo_ha": [-0.58891, -0.63986],
  "multiplicity": 5,
  "lumo_energy_ev": [-7.9, -12.0],
  "s2": 6.039,
  "charge": 3,
  "homo_lumo_gap_ev": [8.10, 5.38],
  "e_above_lowest_kcal_mol": 0.00
}

---

{
  "formula": "C4H12",
  "method": "ωB97M-V/def2-TZVPD",
  "species": ["C", "C", "H", "H", "H", "H", "H", "H", "C", "C", "H", "H", "H", "H", "H", "H"],
  "positions_angstrom": [[0.661374, 2.111911, -0.698206], [0.075971, 2.249344, 0.754821], [-0.186885, 1.765248, -1.403712], [1.160016, 3.105637, -0.985657], [1.449786, 1.294707, -0.758548], [0.271153, 3.159474, 1.234746], [-0.994431, 2.179451, 0.589242], [0.339647, 1.335184, 1.358260], [-0.673812, -2.874428, -0.127895], [-0.026523, -1.481711, 0.049686], [-1.772526, -2.690716, -0.420017], [-0.049196, -3.511944, -0.781458], [-0.948652, -3.215618, 0.904298], [0.020512, -1.288316, 1.077953], [-0.554779, -0.708615, -0.511357], [1.043296, -1.455190, -0.174187]],
  "forces_ev_per_angstrom": [[0.441, -0.116, -0.240], [-0.413, -2.864, -1.553], [1.555, 0.974, 0.853], [-0.939, -1.578, -0.092], [-0.849, 1.119, 0.103], [0.615, 1.114, 0.746], [-0.308, 0.156, 0.492], [-0.097, 1.204, -0.314], [-1.987, 1.209, 0.876], [0.428, -0.650, -0.977], [1.756, -0.564, -0.708], [-0.988, -0.090, 0.571], [1.183, -0.681, -0.872], [-0.522, 0.863, 1.561], [0.258, 0.044, 0.217], [-0.132, -0.141, -0.665]],
  "nbo_charge": [-0.621, -0.617, 0.206, 0.211, 0.207, 0.207, 0.203, 0.206, -0.631, -0.618, 0.208, 0.220, 0.211, 0.203, 0.205, 0.203],
  "e_homo_ha": -0.42100,
  "multiplicity": 1,
  "lumo_energy_ev": 1.1,
  "homo_lumo_gap_ev": 12.58,
  "e_above_lowest_kcal_mol": 23.93
}

---

| no. | F_max (eV/A) | electronic energy (Eh) |
| --- | --- | --- |
| 1 | 2.9 | -5017.200240 |
| 2 | 3.3 | -159.546829 |